Entry w
The following is a DFT calculation (ωB97M-V with the def2-TZVPD basis set) of a molecular structure, C3H11N2S.

Structure (XYZ):
```
17
C3H11N2S, DFT ωB97M-V with the def2-TZVPD basis set
S 1.58 -1.12 0.41
N 3.84 0.55 -0.09
N -0.84 -0.49 -0.26
C -2.11 0.31 -0.33
C 0.29 -0.08 0.28
C -3.15 -0.52 0.38
H -0.84 -1.36 -0.70
H 4.31 -0.02 -0.80
H 0.55 0.90 0.49
H -1.93 1.27 0.14
H 4.33 0.86 0.73
H 3.59 1.44 -0.57
H 3.03 -0.12 -0.02
H -4.17 -0.13 0.47
H -2.41 0.55 -1.34
H -3.26 -1.37 -0.15
H -2.82 -0.69 1.37
```

Results
- Spin multiplicity: 1
- Total charge: +1
- Orbital gap: 9.401 eV

Entry x
The following is a DFT calculation (ωB97M-V with the def2-TZVPD basis set) of a gas-phase ion, C3H11N2S (charge +1).

Structure (XYZ):
```
17
C3H11N2S, DFT ωB97M-V with the def2-TZVPD basis set
S 1.82 -1.07 -1.16
N -0.31 1.24 -0.65
N -2.32 1.19 1.07
C 0.94 -0.62 0.37
C -1.25 0.26 1.41
C -0.43 -0.04 0.14
H -2.50 1.83 1.85
H -0.62 0.75 2.14
H -1.04 -0.69 -0.48
H -1.07 1.87 -0.34
H -3.20 0.72 0.87
H 0.87 -1.48 1.03
H 1.63 0.07 0.84
H 0.59 1.69 -0.54
H -1.62 -0.69 1.78
H 0.92 -1.91 -1.69
H -0.47 1.07 -1.64
```

Results
- Spin multiplicity: 1
- Total charge: +1
- Orbital gap: 10.125 eV

Which of them is the least stable? Correct choice: entry w.

Entry w
The following is a DFT calculation (ωB97M-V with the def2-TZVPD basis set) of a single C6H8N2 molecule.

Structure (XYZ):
```
16
C6H8N2, DFT ωB97M-V with the def2-TZVPD basis set
N 1.39 -0.63 -1.38
N -0.46 0.66 0.02
C -2.10 1.89 -0.34
C 1.02 -0.19 -0.24
C -1.24 1.32 -1.10
C 2.02 0.21 0.80
C -1.17 -1.72 0.65
C -0.52 -0.62 0.33
H -2.61 2.09 0.58
H 2.85 -0.50 0.81
H 2.42 1.20 0.55
H -0.92 1.23 -2.12
H -2.19 -1.66 0.99
H -0.67 -2.68 0.65
H 1.57 0.26 1.79
H 0.61 -0.87 -1.99
```

Results
- Spin multiplicity: 1
- Total charge: 0
- Orbital gap (alpha / beta): 7.832 / 7.628 eV

Entry x
The following is a DFT calculation (ωB97M-V with the def2-TZVPD basis set) of a single C6H8N2 molecule.

Structure (XYZ):
```
16
C6H8N2, DFT ωB97M-V with the def2-TZVPD basis set
N 0.10 -0.36 -0.56
N 2.01 -1.75 0.23
C 1.41 -0.63 -0.03
C -0.97 -1.27 -0.35
C 3.00 1.49 -0.18
C -1.90 1.18 0.01
C -0.91 0.11 0.30
C 2.25 0.56 -0.12
H -1.69 2.12 0.65
H 1.46 -2.62 0.09
H 3.45 2.44 0.00
H -1.94 1.46 -1.05
H -0.80 -0.05 1.40
H -1.59 -1.43 -1.26
H -2.90 0.87 0.45
H -0.98 -2.10 0.44
```

Results
- Spin multiplicity: 1
- Total charge: 0
- Orbital gap: 10.400 eV

Which of them is the least stable? Correct choice: entry w.

Entry w
The following is a DFT calculation (ωB97M-V with the def2-TZVPD basis set) of a single C6H8N2 molecule.

Structure (XYZ):
```
16
C6H8N2, DFT ωB97M-V with the def2-TZVPD basis set
N -0.60 -1.69 -0.24
N 0.02 -0.50 -0.64
C -1.32 2.15 1.22
C 0.58 0.38 0.38
C -1.44 -1.65 0.70
C 1.25 -0.50 -1.43
C -0.49 1.32 0.90
C 1.68 0.82 -0.70
H 1.85 -1.35 -1.15
H -2.02 2.96 1.56
H 1.45 1.72 -1.32
H 2.67 0.85 -0.23
H -1.85 -2.67 0.92
H 1.03 -0.16 1.21
H -1.79 -0.79 1.26
H 1.21 -0.36 -2.50
```

Results
- Spin multiplicity: 1
- Total charge: 0
- Orbital gap: 9.780 eV

Entry x
The following is a DFT calculation (ωB97M-V with the def2-TZVPD basis set) of 2 unconnected molecules or ions with the total composition C6H8N2.

Structure (XYZ):
```
16
C6H8N2, DFT ωB97M-V with the def2-TZVPD basis set
N -1.01 1.35 0.66
N 0.77 -0.79 1.65
C 3.28 0.35 -0.79
C 2.11 0.00 -0.29
C 1.43 -0.59 0.64
C -1.24 0.89 -0.52
C -2.01 -1.39 0.26
C -1.83 -0.49 -0.70
H 0.08 -0.07 1.90
H -2.17 -0.71 -1.70
H 3.43 1.22 -1.42
H -1.81 -1.14 1.29
H -2.35 -2.39 0.05
H -1.64 1.55 -1.30
H -1.25 2.33 0.77
H 4.21 -0.13 -0.49
```

Results
- Spin multiplicity: 1
- Total charge: 0
- Orbital gap: 8.297 eV

Which of them is the least stable? Correct choice: entry x.

Entry w
The following is a DFT calculation (ωB97M-V with the def2-TZVPD basis set) of a single C6H8N2 molecule.

Structure (XYZ):
```
16
C6H8N2, DFT ωB97M-V with the def2-TZVPD basis set
N -1.71 -1.13 -0.07
N -1.71 1.35 0.05
C -0.45 0.80 -0.15
C 2.00 0.61 -0.09
C 0.61 -1.37 0.09
C 0.82 1.41 -0.09
C -0.52 -0.58 -0.12
C 1.82 -0.67 0.04
H -2.33 0.56 0.52
H -1.59 2.32 0.39
H 2.69 -1.38 0.13
H -1.85 -2.08 -0.01
H 3.09 0.93 -0.19
H 0.55 -2.48 0.10
H 1.02 2.45 0.05
H -2.46 -0.74 -0.65
```

Results
- Spin multiplicity: 1
- Total charge: 0
- Orbital gap: 8.570 eV

Entry x
The following is a DFT calculation (ωB97M-V with the def2-TZVPD basis set) of 2 unconnected molecules or ions with the total composition C6H8N2.

Structure (XYZ):
```
16
C6H8N2, DFT ωB97M-V with the def2-TZVPD basis set
N -31.19 11.55 -1.82
N -27.65 9.41 -0.40
C -30.07 11.94 -1.20
C -30.14 13.17 -3.04
C -26.20 11.43 -1.07
C -26.98 10.32 -0.69
C -31.25 12.33 -3.00
C -29.39 12.86 -1.96
H -31.86 10.90 -1.44
H -28.48 13.39 -1.70
H -26.50 11.70 -2.08
H -32.22 12.30 -3.49
H -29.91 13.90 -3.81
H -26.25 12.26 -0.36
H -29.94 11.45 -0.25
H -25.18 11.05 -1.17
```

Results
- Spin multiplicity: 1
- Total charge: 0
- Orbital gap: 8.947 eV

Entry y
The following is a DFT calculation (ωB97M-V with the def2-TZVPD basis set) of a single C6H8N2 molecule.

Structure (XYZ):
```
16
C6H8N2, DFT ωB97M-V with the def2-TZVPD basis set
N -0.55 -1.34 -0.68
N 1.01 -0.91 1.23
C -0.92 0.36 0.76
C 0.29 0.91 -1.21
C 0.54 -1.63 0.31
C 1.22 1.13 -0.24
C 0.58 0.48 1.03
C -0.93 0.16 -0.75
H -1.48 1.24 1.03
H -1.92 0.20 -1.17
H -0.06 -1.72 -1.57
H 0.89 0.99 2.05
H 0.24 1.25 -2.32
H 1.98 1.97 -0.25
H 0.61 -2.72 0.38
H -1.50 -0.35 1.42
```

Results
- Spin multiplicity: 1
- Total charge: 0
- Orbital gap: 9.980 eV

Entry z
The following is a DFT calculation (ωB97M-V with the def2-TZVPD basis set) of a single C6H8N2 molecule.

Structure (XYZ):
```
16
C6H8N2, DFT ωB97M-V with the def2-TZVPD basis set
N 0.24 1.50 0.16
N -2.92 -0.78 2.26
C 0.67 1.00 -1.27
C -0.52 -0.77 1.55
C -0.38 -0.66 -0.05
C 0.38 0.30 0.95
C 0.37 -0.58 -1.43
C -1.83 -0.83 1.99
H 1.21 -1.32 -1.70
H 1.06 2.14 0.48
H -0.44 -0.88 -2.16
H 0.17 1.61 -2.17
H 1.39 0.05 1.01
H 0.21 -1.52 2.00
H 1.80 0.96 -1.44
H -1.39 -0.22 -0.19
```

Results
- Spin multiplicity: 1
- Total charge: 0
- Orbital gap: 9.848 eV

Which of them is the least stable? Correct choice: entry z.

Entry w
The following is a DFT calculation (ωB97M-V with the def2-TZVPD basis set) of 4 unconnected molecules or ions with the total composition H8O4.

Structure (XYZ):
```
12
H8O4, DFT ωB97M-V with the def2-TZVPD basis set
O 0.84 -2.40 -2.15
O -1.68 0.41 0.37
O -1.26 -1.53 4.08
O 2.39 2.98 -1.32
H -2.34 1.08 0.16
H 1.67 3.54 -1.02
H -2.20 -1.63 4.24
H 1.65 -2.03 -2.51
H 2.80 3.47 -2.02
H -1.20 -0.90 3.36
H 0.65 -3.15 -2.71
H -1.32 0.17 -0.48
```

Results
- Spin multiplicity: 1
- Total charge: 0
- Orbital gap: 11.797 eV

Entry x
The following is a DFT calculation (ωB97M-V with the def2-TZVPD basis set) of 4 unconnected molecules or ions with the total composition H8O4.

Structure (XYZ):
```
12
H8O4, DFT ωB97M-V with the def2-TZVPD basis set
O 1.78 -0.48 0.79
O -0.48 -2.02 0.29
O -0.05 2.06 -2.50
O -1.40 0.29 1.70
H -0.47 -2.42 -0.59
H 1.39 0.40 0.88
H -1.97 -0.23 2.28
H 0.47 2.44 -3.22
H -0.95 2.42 -2.56
H 2.50 -0.44 1.44
H -1.23 -0.34 0.97
H 0.40 -1.68 0.53
```

Results
- Spin multiplicity: 1
- Total charge: 0
- Orbital gap: 11.536 eV

Entry y
The following is a DFT calculation (ωB97M-V with the def2-TZVPD basis set) of 4 unconnected molecules or ions with the total composition H8O4.

Structure (XYZ):
```
12
H8O4, DFT ωB97M-V with the def2-TZVPD basis set
O 0.24 2.89 -1.49
O -1.29 -2.57 1.57
O -0.84 0.44 0.71
O 2.12 -0.87 -1.01
H -1.64 0.17 1.07
H -1.56 -2.96 2.46
H 2.17 -0.66 -0.13
H -0.61 2.54 -1.31
H -2.07 -2.82 1.06
H -0.54 1.34 0.87
H 0.61 3.35 -0.66
H 1.79 -0.12 -1.55
```

Results
- Spin multiplicity: 1
- Total charge: 0
- Orbital gap: 11.315 eV

Which of them is the least stable? Correct choice: entry y.